{"formula": "C4H7NOS", "method": "the ωB97M-V functional and the def2-TZVPD basis", "species": ["C", "C", "C", "C", "N", "O", "S", "H", "H", "H", "H", "H", "H", "H"], "coordinates": [[-0.565064, -1.225521, -0.295628], [-1.098999, -0.024918, -0.615074], [0.725296, -1.161436, 0.484433], [-0.083107, 1.031824, -0.235851], [0.729739, 0.346542, 0.713306], [0.590117, 1.508385, -1.426861], [0.882296, 1.073454, 2.146405], [-1.025370, -2.222091, -0.338290], [-2.110958, 0.129051, -0.988707], [0.543285, -1.699226, 1.384354], [1.551071, -1.504971, -0.253158], [-0.612575, 1.900422, 0.216964], [0.582158, 0.790337, -2.050321], [2.175267, 1.577785, 2.314193]], "forces_ev_per_angstrom": [[-1.3, -0.1, 0.1], [0.7, -1.9, 0.5], [-0.4, 2.5, -2.7], [-1.6, 0.4, -1.3], [1.5, -1.1, -1.0], [-0.3, 0.4, 1.3], [0.7, 0.6, 2.5], [-0.1, 0.6, -0.5], [0.5, 0.1, -0.2], [0.8, -0.4, 0.8], [-0.8, 0.4, 1.9], [0.9, -0.4, -0.2], [0.1, -0.5, -0.4], [-0.6, -0.5, -0.8]], "largest_force_ev_per_a": 3.690, "orbital_gap_ev": 9.8, "e_above_lowest_kj_mol": 227.1, "e_homo_ev": -9.0}


{"formula": "C14H25BBaF4NO6", "method": "the ωB97M-V functional and the def2-TZVPD basis", "species": ["Ba", "B", "F", "F", "F", "F", "C", "C", "C", "C", "C", "C", "N", "O", "O", "H", "H", "H", "H", "H", "C", "O", "C", "C", "O", "C", "H", "H", "H", "H", "H", "H", "H", "H", "H", "H", "C", "O", "C", "C", "O", "C", "H", "H", "H", "H", "H", "H", "H", "H", "H", "H"], "coordinates": [[2.758614, 2.312573, 1.783850], [1.007479, 1.140795, -0.226905], [0.903343, 0.476092, 1.023600], [2.388500, 1.136943, -0.581164], [0.165246, 0.599201, -1.130322], [0.669385, 2.489264, 0.114045], [-2.664919, -1.184876, 0.025410], [-3.969829, -1.633215, -0.080495], [-4.791389, -1.707171, 1.035822], [-4.298102, -1.251938, 2.242627], [-2.981109, -0.871978, 2.378301], [-2.164675, -0.802499, 1.266090], [-5.200635, -1.149120, 3.393232], [-6.389454, -1.177190, 3.172807], [-4.692911, -1.078874, 4.497565], [-2.035975, -1.016443, -0.839433], [-4.408152, -1.977246, -1.008197], [-5.828766, -1.979054, 0.913007], [-2.602849, -0.676592, 3.374522], [-1.161277, -0.408725, 1.317851], [3.095752, 1.481507, -5.035250], [1.721460, 1.745372, -5.035490], [0.963954, 0.857961, -4.240037], [1.109928, -0.602355, -4.615833], [0.938756, -0.863961, -5.981909], [-0.408599, -0.957336, -6.389201], [3.449961, 1.175766, -4.043564], [3.656743, 2.394092, -5.279062], [3.415809, 0.795078, -5.827577], [-0.062640, 1.165659, -4.465214], [1.085637, 1.018435, -3.164825], [0.384343, -1.168920, -4.003516], [2.054295, -1.049103, -4.286848], [-0.405990, -1.474128, -7.349225], [-0.911146, 0.004749, -6.519175], [-0.984141, -1.580568, -5.693821], [3.371949, -1.279879, 2.384027], [2.988736, -0.134786, 3.162105], [1.857530, -0.383644, 3.989284], [1.614728, 0.894204, 4.755720], [1.244573, 1.944539, 3.874260], [-0.153650, 2.265611, 3.887184], [2.621945, -1.469364, 1.613404], [3.445110, -2.156736, 3.029820], [4.355696, -1.117597, 1.950449], [1.953104, -1.210017, 4.694358], [0.995460, -0.534784, 3.329295], [2.494502, 1.180988, 5.345101], [0.922747, 0.776541, 5.596444], [-0.442895, 2.728915, 4.829821], [-0.721662, 1.347282, 3.737628], [-0.354519, 2.966534, 3.079435]], "forces_ev_per_angstrom": [[-0.2, -0.4, 0.0], [-1.2, -0.2, -0.5], [0.6, -0.3, 0.6], [0.0, 0.1, 0.2], [0.3, 0.1, 0.0], [0.5, 0.4, 0.0], [0.1, 0.6, 0.0], [-0.2, -0.6, 0.0], [-0.1, 0.7, -0.2], [-0.1, -0.3, -0.4], [0.4, 0.0, 0.6], [-0.3, -0.1, -0.3], [0.1, -0.6, 0.3], [-0.1, 0.1, 0.0], [0.0, 0.2, 0.0], [-0.1, -0.3, -0.1], [0.3, 0.2, -0.2], [0.0, -0.1, 0.2], [-0.1, 0.3, -0.1], [0.1, -0.1, 0.2], [0.9, 0.6, -0.2], [0.2, 0.1, 0.2], [-0.8, 0.3, -0.8], [-0.1, -0.6, 0.8], [0.1, 0.0, 0.1], [-0.1, -0.4, -0.3], [0.0, -0.3, -0.1], [-0.4, 0.1, 0.1], [-0.3, -0.4, 0.3], [0.0, -0.1, 0.1], [0.4, -0.1, -0.1], [-0.2, 0.2, -0.2], [0.3, 0.4, -0.4], [0.0, 0.1, 0.0], [0.1, 0.1, 0.1], [0.0, 0.1, 0.1], [-0.3, -0.4, 0.1], [0.6, 0.0, -0.1], [-0.8, 0.9, -0.1], [0.4, -0.3, 1.3], [0.2, 0.5, 0.0], [-0.2, -0.2, 0.1], [0.1, 0.0, -0.1], [0.0, 0.0, 0.0], [0.0, 0.2, 0.0], [0.4, -0.2, -0.2], [0.0, -0.4, 0.1], [0.4, 0.2, -0.6], [-0.6, -0.2, -0.6], [0.1, 0.0, 0.1], [-0.2, 0.1, -0.1], [0.0, -0.1, -0.1]], "largest_force_ev_per_a": 1.412, "orbital_gap_ev": 6.9, "charge": 1, "e_above_lowest_kj_mol": 0.0, "e_homo_ev": -11.1}


{"formula": "C19H45FN3O7", "method": "the ωB97M-V functional and the def2-TZVPD basis", "species": ["N", "C", "N", "C", "C", "O", "C", "C", "N", "C", "C", "F", "H", "H", "H", "H", "H", "H", "H", "H", "H", "H", "H", "H", "H", "H", "H", "C", "O", "C", "C", "O", "C", "H", "H", "H", "H", "H", "H", "H", "H", "H", "H", "C", "O", "C", "C", "O", "C", "H", "H", "H", "H", "H", "H", "H", "H", "H", "H", "C", "O", "C", "C", "O", "C", "H", "H", "H", "H", "H", "H", "H", "H", "H", "H"], "coordinates": [[-2.768762, 3.678893, -2.370867], [-2.405455, 2.392490, -2.542569], [-1.222772, 1.954073, -3.310174], [-1.830595, 1.488967, -4.589967], [-0.768823, 1.080426, -5.697520], [0.153377, 0.069972, -5.276074], [-0.666606, 0.932528, -2.390773], [-1.900440, 0.292393, -1.624735], [-3.014500, 1.208210, -2.011928], [-4.002844, 1.589818, -0.960406], [-4.676603, 0.346416, -0.260246], [-3.900801, -0.012847, 0.855922], [-3.415797, 4.081109, -3.048658], [-2.357109, 4.238143, -1.623585], [-2.543868, 0.620286, -4.483690], [-2.433044, 2.338290, -5.042020], [-0.232729, 1.982335, -6.119077], [-1.371863, 0.662174, -6.566036], [-0.377630, -0.629168, -4.860534], [0.169120, 0.277663, -2.735271], [-0.207383, 1.581360, -1.576056], [-1.692640, 0.092568, -0.543875], [-2.129947, -0.633110, -2.238035], [-4.831798, 2.153212, -1.489831], [-3.582736, 2.324969, -0.213490], [-4.853857, -0.519251, -0.960576], [-5.683924, 0.676855, 0.122464], [-0.090588, -2.219117, 2.074465], [0.196684, -0.854812, 1.797205], [-0.606489, 0.035591, 2.566542], [0.180785, 0.637073, 3.720614], [0.492980, -0.348396, 4.696056], [1.847639, -0.772100, 4.623513], [0.665220, -2.831919, 1.582436], [-0.063435, -2.426986, 3.146123], [-1.073049, -2.485491, 1.670429], [-1.509277, -0.465190, 2.929280], [-0.916523, 0.844058, 1.894076], [-0.440382, 1.389928, 4.216024], [1.087314, 1.133147, 3.359311], [2.508122, 0.024318, 4.979841], [2.127042, -1.057500, 3.606327], [1.966257, -1.639592, 5.273511], [-0.760572, -2.901353, 6.895270], [-1.383085, -3.843400, 7.753621], [-1.440182, -5.145002, 7.179261], [-0.385638, -6.061293, 7.779852], [0.925928, -5.658140, 7.397265], [1.609572, -4.980119, 8.440664], [-0.603113, -1.980565, 7.457573], [0.207597, -3.259973, 6.536966], [-1.412918, -2.681674, 6.043444], [-1.340405, -5.098162, 6.090175], [-2.430337, -5.550810, 7.409839], [-0.534160, -7.072724, 7.389196], [-0.480734, -6.103457, 8.869303], [1.880247, -5.686531, 9.231547], [1.006193, -4.170269, 8.858260], [2.524298, -4.554782, 8.025806], [3.185103, 1.618069, -7.456155], [2.397062, 2.630711, -6.845174], [2.682035, 2.777224, -5.458118], [3.540489, 4.004880, -5.194010], [4.852288, 3.837173, -5.716112], [5.049962, 4.552771, -6.927402], [3.035753, 1.676412, -8.534655], [4.247899, 1.751743, -7.244093], [2.859632, 0.631129, -7.111736], [3.156794, 1.876321, -5.057763], [1.719672, 2.905863, -4.949348], [3.643378, 4.136392, -4.112008], [3.068691, 4.905610, -5.599810], [5.091833, 5.627387, -6.724456], [4.260007, 4.343422, -7.652881], [6.004441, 4.241360, -7.352467]], "forces_ev_per_angstrom": [[-1.1, -0.2, -0.6], [1.5, -4.6, -0.4], [-1.9, 0.3, 0.9], [0.4, -0.2, -2.0], [-0.9, 0.3, -0.7], [-0.6, 0.7, 0.4], [0.5, 1.2, 2.6], [0.7, -2.3, -3.5], [1.9, 5.8, 2.2], [-2.1, -0.4, 0.1], [-0.3, 1.1, 0.0], [-0.4, -0.1, -1.0], [0.3, 0.2, 0.5], [-0.1, -0.2, -0.5], [0.6, 0.7, 0.4], [0.6, -0.8, 0.6], [-0.2, -1.1, 0.8], [0.4, 0.6, 0.9], [0.3, 0.1, -0.4], [-1.2, 0.5, -0.2], [0.0, -0.7, -1.0], [-0.7, 0.4, -0.9], [0.2, 0.4, 1.5], [0.9, -0.7, 0.6], [-0.2, -1.1, -0.6], [0.6, 0.8, 0.8], [1.1, -0.3, -0.3], [0.1, -0.1, -0.1], [-0.2, -0.1, 0.1], [0.4, 0.2, -0.2], [-0.4, -0.2, 0.3], [0.2, 0.0, -0.3], [0.0, -0.1, 0.2], [0.0, 0.1, 0.0], [0.0, 0.0, 0.0], [0.0, -0.1, 0.1], [0.1, 0.0, 0.1], [-0.1, 0.1, 0.0], [0.0, 0.0, -0.1], [0.0, -0.1, -0.1], [0.1, 0.0, -0.1], [0.0, 0.0, 0.0], [-0.1, 0.1, 0.0], [-0.1, 0.1, 0.2], [0.2, 0.0, -0.3], [-0.1, 0.0, 0.6], [0.1, 0.0, -0.5], [-0.1, 0.2, 0.3], [0.1, -0.1, -0.1], [-0.1, -0.1, 0.0], [0.0, 0.0, 0.0], [0.1, 0.0, -0.1], [0.1, 0.0, 0.0], [0.0, 0.0, 0.0], [-0.1, 0.0, 0.0], [0.0, 0.1, 0.0], [0.0, 0.1, 0.1], [0.0, 0.0, 0.0], [0.0, -0.1, 0.0], [-0.1, 0.0, -0.1], [0.2, -0.1, 0.2], [-0.2, 0.4, -0.2], [0.3, -0.4, 0.2], [-0.3, 0.1, -0.2], [0.1, 0.0, 0.0], [-0.1, 0.1, 0.1], [0.0, 0.0, 0.0], [0.1, 0.0, 0.0], [0.1, 0.0, 0.0], [0.0, 0.0, 0.1], [-0.1, 0.0, 0.0], [0.0, -0.1, -0.1], [0.0, 0.0, -0.1], [0.0, 0.0, 0.0], [0.0, 0.0, 0.1]], "largest_force_ev_per_a": 6.467, "orbital_gap_ev": 5.0, "charge": 1, "e_homo_ev": -10.4}


Question: What is the formula in the first record?
Answer: C4H7NOS